(1)
Here is a cluster of 2 separate species, C5H14N3 in total from OMol25. Energies are from the ωB97M-V functional and the def2-TZVPD basis.

The geometry in XYZ format:
```
22
Properties=species:S:1:pos:R:3:mulliken_charge:R:1
H 0.01 2.77 1.22 0.3369
H 1.94 0.91 -0.01 0.3561
N 1.76 1.63 0.69 -0.3104
C 0.48 2.32 0.37 -0.4480
H -2.17 -3.91 -0.17 0.2486
H 0.77 -3.05 -0.43 0.2721
C -1.16 -3.87 -0.54 -0.8207
H 2.56 2.28 0.73 0.3554
C -0.24 -3.07 -0.02 0.1080
H -0.88 -4.49 -1.38 0.2411
C 0.18 2.45 -0.93 -0.0447
H -1.46 -2.04 1.16 0.2699
H -1.62 3.38 -0.75 0.2420
H 1.17 -0.99 0.69 0.2575
N -0.91 3.12 -1.41 -0.4926
H 1.77 1.10 1.57 0.4021
H -0.21 -0.09 1.48 0.4206
C 0.08 -0.83 0.74 -1.0841
H -0.20 -0.50 -0.27 0.4542
N -0.46 -2.16 1.04 -0.3535
H -1.32 2.74 -2.25 0.2587
H 0.86 2.11 -1.70 0.3310
```

Total charge: +1
Energy above the lowest of the compared OMol25 structures with the same formula, charge and spin in kJ/mol: 302.2
Maximum force in eV/A: 1.5

---

(2)
Here is a structure of composition C27H36NO2P2Sm from OMol25. Energies are from the ωB97M-V functional and the def2-TZVPD basis.

The geometry in XYZ format:
```
69
Properties=species:S:1:pos:R:3:mulliken_charge:R:1
C -1.08 1.61 5.76 -0.7475
H 0.80 -1.45 -2.94 0.0317
H -0.01 -0.61 -4.79 0.4095
H 4.55 -0.73 -0.93 0.3975
H -1.50 -5.41 0.92 0.3655
C 1.19 2.15 5.11 -1.0702
H -1.09 1.00 -3.97 0.2948
H -2.99 -2.28 -2.60 0.3977
H 0.33 2.59 7.06 0.3725
H 1.78 1.59 3.12 0.1053
C -0.53 0.34 2.27 1.0079
C 3.12 -0.40 1.79 -1.2683
H 0.72 -0.99 -1.79 0.3028
H 3.39 -1.46 1.65 0.4047
H 1.83 2.24 1.32 0.0444
O 0.63 -1.81 -3.89 -0.8077
H -1.22 3.93 -3.45 0.4612
C 1.17 3.96 -1.02 -0.8766
C 1.13 2.60 -0.72 0.7288
C 2.16 2.04 0.29 -1.1147
H 0.33 5.54 -2.24 0.4138
C -2.68 -1.41 -3.20 -1.3076
Sm -0.02 -0.38 -0.08 -0.3560
H -2.48 1.90 -3.28 0.5217
C 0.98 1.58 3.86 -0.1245
H -1.61 -2.93 0.62 0.2112
C -0.71 -4.90 0.37 -0.6802
P -2.09 -0.15 -2.02 1.1939
H 3.98 0.17 2.17 0.3828
H -3.55 -1.03 -3.76 0.4185
H -4.36 0.70 -2.08 0.4686
H 2.18 -5.55 -1.32 0.3672
H 1.92 4.57 -0.52 0.4643
H -2.00 -0.75 1.10 0.0028
C 0.29 -2.86 -0.42 0.9458
C 0.34 -5.64 -0.17 -0.4939
H 4.98 0.81 -0.11 0.4065
H 0.37 -6.72 -0.07 0.3597
P 2.65 0.23 0.12 0.9739
H 2.28 -0.34 2.50 0.2927
C -1.77 -0.22 2.03 -0.1836
H -4.08 -0.42 -0.69 0.3716
C 0.31 4.48 -1.99 -0.6151
C -2.59 0.46 4.22 -0.9989
C -0.76 -3.50 0.22 -0.6007
H -1.89 1.62 6.48 0.3408
H -3.48 1.27 -0.62 0.3485
C 1.37 -4.97 -0.87 -0.5731
C 0.16 2.16 6.07 -0.4980
C -1.57 1.35 -2.98 -0.9613
H -3.36 0.54 4.99 0.3100
N 0.17 1.79 -1.25 0.4048
H 4.11 0.84 -1.69 0.3588
H 0.15 0.72 -5.66 0.2959
C -0.63 2.27 -2.24 0.5288
C -3.67 0.41 -1.28 -1.4997
C 4.23 0.31 -0.73 -1.3167
H 3.12 2.57 0.15 0.5940
H 2.16 2.59 5.36 0.3942
C -0.56 3.61 -2.64 -0.8632
H 0.48 -2.77 -3.78 0.2917
C -1.31 1.02 4.50 0.8870
O -0.50 0.17 -5.20 -0.7075
H -3.80 -0.57 2.78 0.3912
H 2.14 -3.02 -1.49 0.3443
C -2.82 -0.14 3.01 -1.1904
C 1.34 -3.57 -0.98 -0.5504
H -1.88 -1.71 -3.89 0.3138
C -0.26 0.98 3.51 0.4824
```

Total charge: 0
<S²>: 8.7776
E_tot in eV: -70646.82074
2S+1: 6
Maximum force in eV/A: 2.5

---

(3)
Here is a structure of composition C5H12NOS from OMol25. Energies are from the ωB97M-V functional and the def2-TZVPD basis.

The geometry in XYZ format:
```
20
Properties=species:S:1:pos:R:3:mulliken_charge:R:1
H 1.22 1.76 -1.54 0.2336
H -1.50 -1.94 0.60 0.1588
H 0.85 -0.37 -2.30 0.4125
H 0.53 -1.52 -0.98 0.3575
H -1.33 1.10 0.84 0.3471
H 4.05 -0.60 -3.20 0.1610
H -0.02 0.00 1.12 0.2038
O 2.00 1.79 -2.21 -0.4857
N -0.58 0.18 -0.95 -0.3798
H 2.56 -0.60 0.02 0.3276
C -0.92 0.14 0.50 -0.3941
H -2.83 -0.85 0.30 0.2675
H 4.11 -0.15 -2.61 -0.1582
C 0.72 -0.48 -1.22 -0.8996
C 2.42 1.22 -0.99 -0.4994
H 3.22 1.82 -0.55 0.4346
S -2.24 -0.92 2.67 -0.7045
C 1.92 0.11 -0.48 0.0455
C -1.90 -0.96 0.87 -0.7436
H -0.54 1.16 -1.22 0.3154
```

Total charge: -1
Energy above the lowest of the compared OMol25 structures with the same formula, charge and spin in kJ/mol: 463.0
Maximum force in eV/A: 3.6

---

(4)
Here is the molecule C2H7N3O2 from OMol25. Energies are from the ωB97M-V functional and the def2-TZVPD basis.

The geometry in XYZ format:
```
14
Properties=species:S:1:pos:R:3:mulliken_charge:R:1
O 1.26 -1.05 -1.08 -0.6545
N -0.26 0.33 0.01 -0.2121
H -1.98 0.63 -1.23 0.2712
C -0.89 -0.25 1.24 -0.8680
N 1.08 -0.18 -0.24 0.7376
H -0.35 0.32 -2.10 0.3602
O 3.18 0.37 0.20 -0.5282
H -0.21 -0.26 2.06 0.3139
H 1.43 1.16 1.07 0.3126
H -1.33 -1.16 1.06 0.3255
C -0.95 0.05 -1.28 -0.9395
N 1.95 0.50 0.37 0.0957
H -1.73 0.42 1.38 0.3614
H -1.21 -0.90 -1.45 0.4242
```

Total charge: 0
<S²>: 2.0073
Energy above the lowest of the compared OMol25 structures with the same formula, charge and spin in kJ/mol: 409.4
2S+1: 3
Maximum force in eV/A: 9.4

---

(5)
Here is the ion HN5OS with charge -2 from OMol25. Energies are from the ωB97M-V functional and the def2-TZVPD basis.

The geometry in XYZ format:
```
8
Properties=species:S:1:pos:R:3:mulliken_charge:R:1
N 0.79 -0.63 0.86 -0.4683
N 0.27 0.97 -0.61 -0.5526
N -0.87 -0.54 0.81 -0.0501
H -1.65 0.22 -0.83 0.2918
S 2.82 0.71 -0.22 -0.7220
O -1.45 -1.57 0.05 -0.8501
N -1.01 0.63 -0.07 -0.3119
N 1.10 0.22 0.01 0.6633
```

SMILES: [O-]N1[N-][N+](=S)[N-]N1
Total charge: -2
Energy above the lowest of the compared OMol25 structures with the same formula, charge and spin in kJ/mol: 306.0
Maximum force in eV/A: 3.2

---

(6)
Here is the ion C6H11N2O2 with charge -1 from OMol25. Energies are from the ωB97M-V functional and the def2-TZVPD basis.

The geometry in XYZ format:
```
21
Properties=species:S:1:pos:R:3:mulliken_charge:R:1
H 0.11 0.55 2.46 0.5050
H -1.48 -1.89 0.07 0.3395
H 1.09 1.15 1.20 0.5691
O 1.76 -1.19 -2.09 -0.7646
H 1.31 -0.56 1.85 0.3380
C 0.66 0.32 1.63 -1.9421
H -1.72 -1.05 1.83 0.3566
H -0.83 2.04 0.17 0.3168
H 0.97 2.09 -3.03 0.2951
C -0.39 -0.06 0.57 1.7742
H 0.88 0.23 -3.17 0.2792
H -0.27 -2.07 1.33 0.3888
C 0.78 1.15 -2.60 -0.3733
O 1.56 -1.96 -0.05 -0.6778
H -1.97 1.05 1.55 0.3477
C 1.29 -1.16 -0.95 0.4924
H -2.09 0.85 -0.24 0.4398
C -1.39 1.04 0.55 -1.5514
C -1.00 -1.40 0.99 -1.6795
N 0.21 -0.27 -0.71 0.0507
N 0.54 1.14 -1.36 -0.5043
```

SMILES: C=NN(C(=O)[O-])C(C)(C)C
Total charge: -1
Energy above the lowest of the compared OMol25 structures with the same formula, charge and spin in kJ/mol: 0.0
Maximum force in eV/A: 5.1

---

(7)
Here is the molecule C24H29N5O4 from OMol25. Energies are from the ωB97M-V functional and the def2-TZVPD basis.

The geometry in XYZ format:
```
62
Properties=species:S:1:pos:R:3:mulliken_charge:R:1
O -2.62 -0.99 5.67 -0.4434
C -1.38 5.42 -0.37 -0.5608
C -0.70 5.17 -2.66 -0.5493
C -1.07 5.98 -1.59 -0.5286
C -1.51 -0.63 3.64 -0.8576
H 4.92 -3.03 -4.09 0.4116
H 5.90 -5.90 -2.10 0.2218
H -3.23 0.36 7.12 0.3388
H 1.88 -4.02 0.18 0.4215
H 3.02 -5.69 -3.13 0.2979
C -0.21 -1.63 -2.30 -0.9925
H -4.54 -0.52 6.28 0.3362
C -1.25 0.12 2.52 -0.2007
H 4.26 -4.45 -0.47 0.3714
C -1.33 4.03 -0.22 -0.0838
N -1.64 2.06 1.13 0.3403
H 4.44 -6.53 -1.32 0.2756
H -1.66 6.01 0.48 0.4694
C 4.91 -2.98 -3.00 -0.7462
C -3.11 1.01 4.37 -0.4421
H 3.74 -2.79 -0.82 0.5323
H -0.54 -0.23 1.79 0.4785
C 4.90 -6.29 -2.28 -1.0788
C 4.04 -5.28 -3.05 -0.7229
H 4.54 -1.98 -2.72 0.3675
H 0.50 -1.28 -3.06 0.4470
O -1.94 4.12 2.07 -0.6943
H -1.15 -0.62 -0.74 0.3927
C -0.49 0.77 -2.05 0.2162
C 0.49 -2.47 -1.22 0.8070
C -0.94 1.79 -1.05 0.4489
C -3.52 -0.60 6.67 -0.8455
H 1.99 -5.28 -1.07 0.3513
H 4.42 -5.19 -4.07 0.4551
H -1.10 7.06 -1.71 0.4089
N 3.93 -3.93 -2.52 0.2577
H -0.97 -2.26 -2.79 0.2486
C 2.15 -4.22 -0.86 -1.2560
C 3.61 -3.83 -1.11 -0.6259
C -2.86 1.76 3.23 -0.7438
H 6.81 -4.03 -2.86 0.2316
H -3.39 2.68 3.08 0.3930
N 1.28 -3.44 -1.71 -0.0856
H -3.84 1.38 5.07 0.3742
C -0.96 3.21 -1.30 0.8636
C -1.92 1.33 2.31 0.0498
N -0.82 -0.49 -1.69 -0.1457
C -1.67 3.46 1.09 0.6140
N -1.27 1.30 0.10 -0.7535
H 6.35 -3.15 -1.38 0.3025
H -0.36 3.18 -3.35 0.5270
C -0.65 3.81 -2.53 -0.6106
H 6.93 -2.27 -2.80 0.4262
H 1.53 -3.44 -2.68 0.3107
C 6.34 -3.12 -2.47 -1.0661
H -3.48 -1.37 7.43 0.2370
H 4.98 -7.20 -2.86 0.4276
C -2.44 -0.19 4.59 0.9381
H -1.01 -1.56 3.81 0.4467
O 0.10 1.04 -3.08 -0.7296
H -0.46 5.63 -3.61 0.4184
O 0.28 -2.28 -0.04 -0.6933
```

SMILES: CCN(CC)CCNC(=O)CNC(=O)c1nn(-c2ccc(OC)cc2)c(=O)c2ccccc12
Total charge: 0
Energy above the lowest of the compared OMol25 structures with the same formula, charge and spin in kJ/mol: 240.4
Maximum force in eV/A: 1.0

---

(8)
Here is a structure of composition C19H21N3O4S from OMol25. Energies are from the ωB97M-V functional and the def2-TZVPD basis.

The geometry in XYZ format:
```
48
Properties=species:S:1:pos:R:3:mulliken_charge:R:1
C -5.84 -1.74 0.71 -0.5545
H 2.11 -0.85 -2.62 0.8352
S -5.87 -2.81 -0.29 -0.4328
H 7.38 -0.21 1.03 0.5554
H 1.20 -2.04 -1.94 0.2730
H -2.60 4.34 -0.30 0.2697
C 7.29 -1.05 0.59 -1.1756
O 0.75 -0.42 0.80 -0.0823
C -4.65 -0.78 0.46 0.3889
H -0.67 3.64 -1.69 0.3373
H -2.98 -0.83 -0.92 0.0299
O -2.21 2.11 1.58 -0.7157
H 0.35 -0.76 2.96 0.3985
C 4.99 -1.00 -0.10 0.3920
O 6.39 -1.03 -0.50 -0.3730
C -0.90 2.84 -0.93 -0.9710
O 0.57 1.12 -1.35 -0.2750
C -2.46 3.17 -0.56 -0.2584
H 5.37 -0.73 2.03 0.0790
C 3.11 -0.68 1.55 -0.9812
C 3.92 -1.04 -1.18 -0.8603
H -2.98 2.92 -1.75 0.2104
C -4.42 0.65 0.94 -0.4804
N -0.76 -0.63 -2.02 -0.6718
C 2.12 -0.81 0.67 0.1709
C 4.54 -0.92 1.07 -0.1601
C -3.87 -1.42 -0.46 0.1208
H -6.61 -1.32 1.43 0.2785
H 2.76 -0.36 2.45 0.6678
C 2.61 -0.91 -0.94 0.9890
N -1.47 0.76 -1.62 -0.1786
H 8.26 -1.30 0.02 0.2479
C 0.36 -0.05 -1.88 0.9008
H -3.63 0.20 1.88 0.2312
C -4.49 -2.58 -0.90 -0.0385
H 7.28 -1.84 1.26 0.4457
C -2.83 2.14 0.34 0.3142
C -0.64 1.59 -1.52 0.6772
H -4.03 -3.21 -1.89 0.2236
N -3.95 1.60 0.31 0.1772
H -0.25 3.33 -0.15 0.3366
H 4.35 -1.29 -2.10 0.4878
H -4.48 1.60 -0.46 0.2407
H -5.33 0.77 1.72 0.1047
H 0.91 0.68 2.28 0.7230
H -0.73 0.17 1.83 -0.0204
C 0.49 -0.14 2.10 -1.1805
C 1.56 -0.87 -1.92 -1.6970
```

Total charge: 0
Energy above the lowest of the compared OMol25 structures with the same formula, charge and spin in kJ/mol: 2005.1
Maximum force in eV/A: 19.5